(1)
Here is C20H19N5O2Re as an isolated structure at a distorted geometry from the Open Molecules 2025 dataset. Energies are from the ωB97M-V functional and the def2-TZVPD basis.

Geometry as XYZ:
```
47
C20H19N5O2Re (the ωB97M-V functional and the def2-TZVPD basis)
N -1.959 3.836 0.569
C -0.891 4.221 0.308
C 0.403 4.823 0.011
H 0.262 5.799 -0.484
H 1.034 4.170 -0.621
H 0.947 5.005 0.952
N 4.010 -2.721 -0.062
C 4.855 -3.203 -0.700
C 5.879 -3.801 -1.545
H 6.148 -3.136 -2.382
H 5.497 -4.702 -2.051
H 6.761 -4.097 -0.943
N -4.390 -0.073 0.026
C -4.483 -1.233 -0.090
C -4.670 -2.687 -0.199
H -4.164 -3.211 0.641
H -4.285 -3.070 -1.169
H -5.746 -2.954 -0.142
Re 0.538 -0.172 -1.106
C 0.301 -1.633 0.383
O 0.109 -2.401 1.237
C 1.614 1.030 0.152
O 2.144 1.854 0.781
C 0.631 1.380 -2.535
C -0.581 1.333 -1.824
C -1.339 0.130 -1.846
C -0.834 -0.966 -2.577
C 0.509 -1.002 -2.982
C 1.222 0.217 -3.045
H 1.160 2.333 -2.560
H -0.922 2.148 -1.185
H -2.236 0.043 -1.256
H -1.483 -1.821 -2.711
H 1.003 -1.916 -3.293
H 2.216 0.259 -3.479
N 1.618 -0.475 5.441
C 0.749 -0.167 4.719
C -0.189 0.207 3.656
C -1.536 0.645 3.806
C -2.253 1.088 2.685
C -1.588 1.053 1.456
N -0.360 0.567 1.318
C 0.334 0.123 2.363
H -1.975 0.624 4.811
H -3.294 1.459 2.720
H -2.091 1.433 0.565
H 1.322 -0.340 2.189
```

net charge: +4
relative energy (zero: lowest compared OMol25 entry of this formula, charge and spin): 663.96 kJ/mol
lowest unoccupied orbital energy (alpha / beta): -16.50 / -18.53 eV
gap between HOMO and LUMO (alpha / beta): 4.6 / 2.5 eV
2S+1: 4
expectation value of S²: 3.801



(2)
Here is the molecule C20H19N5O3S2 at a distorted geometry from the Open Molecules 2025 dataset. Energies are from the ωB97M-V functional and the def2-TZVPD basis.

Geometry as XYZ:
```
49
C20H19N5O3S2 (the ωB97M-V functional and the def2-TZVPD basis)
C 1.868 0.117 3.797
H 1.433 -0.092 4.781
O 1.451 -0.821 2.837
C 1.876 -2.103 2.946
C 2.508 -2.642 4.060
C 2.822 -3.991 4.105
C 2.510 -4.822 3.046
C 1.907 -4.293 1.918
C 1.604 -2.943 1.850
N 1.019 -2.388 0.696
C 1.502 -1.294 0.057
O 2.529 -0.712 0.306
C 0.544 -0.963 -1.083
C -0.671 -1.878 -0.859
C -1.176 -2.426 -2.168
O -0.988 -3.548 -2.570
N -1.866 -1.544 -2.984
C -2.260 -0.261 -2.763
N -2.177 0.397 -1.661
N -2.639 1.635 -1.727
C -3.086 1.969 -2.885
S -3.716 3.521 -3.286
C -3.300 4.408 -1.733
C -1.827 4.435 -1.498
C -0.961 5.023 -2.414
C 0.400 4.999 -2.165
C 0.844 4.380 -1.005
N 0.029 3.825 -0.126
C -1.267 3.847 -0.366
H -1.892 3.370 0.376
H 1.898 4.321 -0.767
H 1.098 5.443 -2.857
H -1.353 5.481 -3.312
H -3.827 3.908 -0.922
H -3.706 5.409 -1.888
S -2.978 0.681 -4.087
H -2.115 -1.936 -3.886
H -1.465 -1.309 -0.375
C -0.135 -2.984 0.060
H 0.147 -3.858 -0.541
H -0.865 -3.295 0.810
H 1.051 -1.175 -2.027
H 0.285 0.094 -1.059
H 1.681 -4.928 1.075
H 2.745 -5.874 3.089
H 3.308 -4.391 4.983
H 2.746 -2.018 4.906
H 1.506 1.079 3.438
H 2.958 0.148 3.876
```

net charge: 0
relative energy (zero: lowest compared OMol25 entry of this formula, charge and spin): 142.07 kJ/mol
lowest unoccupied orbital energy: 0.28 eV
gap between HOMO and LUMO: 8.5 eV
2S+1: 1



(3)
Here is the molecule C20H19N5O3S2 at a distorted geometry from the Open Molecules 2025 dataset. Energies are from the ωB97M-V functional and the def2-TZVPD basis.

Geometry as XYZ:
```
49
C20H19N5O3S2 (the ωB97M-V functional and the def2-TZVPD basis)
C 7.130 0.835 -2.026
H 8.062 1.182 -2.470
O 6.885 1.695 -0.937
C 5.792 1.466 -0.163
C 4.875 0.449 -0.388
C 3.788 0.280 0.467
C 3.615 1.150 1.540
C 4.529 2.169 1.749
C 5.613 2.335 0.915
H 6.332 3.122 1.072
H 4.391 2.840 2.584
H 2.787 1.039 2.220
N 2.865 -0.753 0.238
C 3.077 -1.882 -0.498
O 4.078 -2.178 -1.106
C 1.822 -2.735 -0.416
C 0.748 -1.797 0.123
C -0.223 -2.499 1.039
O -0.040 -3.579 1.539
N -1.401 -1.830 1.333
C -1.862 -0.620 0.916
N -1.250 0.232 0.168
N -1.944 1.327 -0.089
C -3.106 1.365 0.456
S -4.148 2.732 0.310
C -5.766 2.011 0.809
C -6.188 0.903 -0.099
C -6.232 1.076 -1.479
C -6.609 0.012 -2.278
C -6.922 -1.194 -1.665
N -6.887 -1.367 -0.356
C -6.533 -0.349 0.404
H -6.525 -0.540 1.470
H -7.209 -2.061 -2.244
H -6.652 0.113 -3.351
H -5.961 2.028 -1.912
H -5.690 1.681 1.845
H -6.451 2.858 0.747
S -3.473 -0.085 1.414
H -2.018 -2.353 1.947
H 0.199 -1.309 -0.685
C 1.569 -0.739 0.886
H 1.667 -1.019 1.944
H 1.110 0.249 0.811
H 1.584 -3.165 -1.386
H 2.001 -3.555 0.284
H 4.995 -0.232 -1.211
H 6.331 0.894 -2.771
H 7.245 -0.203 -1.701
```

net charge: 0
relative energy (zero: lowest compared OMol25 entry of this formula, charge and spin): 132.26 kJ/mol
lowest unoccupied orbital energy: -0.01 eV
gap between HOMO and LUMO: 8.1 eV
2S+1: 1



(4)
Here is C20H19N6O2ReS as an isolated structure at a distorted geometry from the Open Molecules 2025 dataset. Energies are from the ωB97M-V functional and the def2-TZVPD basis.

Geometry as XYZ:
```
49
C20H19N6O2ReS (the ωB97M-V functional and the def2-TZVPD basis)
Re 0.991 -0.084 0.617
C 2.228 1.784 2.831
O 1.566 1.755 1.534
C 0.955 2.901 1.081
C 1.277 4.185 1.461
C 0.569 5.229 0.881
C -0.445 4.996 -0.058
C -0.778 3.715 -0.417
C -0.072 2.646 0.155
N -0.359 1.292 -0.057
N -1.483 1.100 -0.665
C -2.111 -0.076 -0.739
C -1.666 -1.279 -0.060
O -0.487 -1.313 0.520
C -2.481 -2.395 -0.008
C -3.702 -2.398 -0.661
C -4.151 -1.282 -1.395
C -5.381 -1.324 -2.085
C -5.825 -0.228 -2.821
C -5.054 0.918 -2.863
C -3.838 0.990 -2.176
C -3.367 -0.107 -1.442
H 2.790 2.708 2.929
H 2.912 0.947 2.835
H 1.479 1.694 3.615
H 2.055 4.405 2.178
H 0.810 6.245 1.166
H -0.969 5.832 -0.499
H -1.567 3.523 -1.127
H -2.152 -3.266 0.545
H -4.322 -3.286 -0.608
H -5.980 -2.226 -2.032
H -6.767 -0.273 -3.351
H -5.387 1.776 -3.432
H -3.260 1.902 -2.220
C 4.345 -4.695 1.086
C 4.383 -3.401 0.379
N 5.325 -2.966 -0.378
N 4.977 -1.738 -0.794
C 3.812 -1.336 -0.320
S 3.047 0.234 -0.411
N 3.381 -2.420 0.442
N 2.177 -2.437 1.188
H 5.253 -5.244 0.845
H 3.486 -5.293 0.776
H 4.311 -4.549 2.168
H 5.616 -1.229 -1.392
H 2.329 -2.861 2.100
H 1.531 -3.068 0.681
```

net charge: +3
lowest unoccupied orbital energy (alpha / beta): -10.82 / -12.08 eV
gap between HOMO and LUMO (alpha / beta): 6.2 / 5.3 eV
2S+1: 2
expectation value of S²: 1.179